# 1
# C26H22CoN4O2

A structure of composition C26H22CoN4O2 (ωB97M-V/def2-TZVPD, the Open Molecules 2025 dataset).

```
55
C26H22CoN4O2 (ωB97M-V/def2-TZVPD)
Co 0.0520 0.6215 -0.5299
O 1.8643 0.5115 -0.5239
C 2.6356 -0.5115 -0.1752
C 4.0160 -0.2713 -0.3205
C 4.9660 -1.2057 0.0199
C 4.5773 -2.4374 0.5390
C 3.2306 -2.6872 0.6902
C 2.2289 -1.7666 0.3436
C 0.8300 -2.2477 0.5335
N -1.2546 -1.9935 0.4775
C -2.5457 -1.3605 0.2809
C -2.6942 -0.3708 -0.8779
N -1.8747 0.8366 -0.7278
C -2.4923 1.9648 -0.7221
C -1.9228 3.2639 -0.5342
C -2.7735 4.3834 -0.6248
C -2.3012 5.6550 -0.4368
C -0.9384 5.8279 -0.1396
C -0.0868 4.7583 -0.0366
C -0.5505 3.4357 -0.2356
O 0.2908 2.4542 -0.1254
H 4.2986 0.6948 -0.7182
H 6.0156 -0.9751 -0.1156
H 5.3093 -3.1843 0.8146
H 2.9164 -3.6467 1.0862
H 0.8478 -3.2564 0.9476
H -2.8155 -0.8604 1.2163
H -3.2970 -2.1375 0.1114
H -3.7488 -0.0814 -0.9168
H -2.4514 -0.8577 -1.8225
H -3.5746 1.9444 -0.8664
H -3.8214 4.2177 -0.8506
H -2.9595 6.5087 -0.5131
H -0.5506 6.8281 0.0117
H 0.9634 4.8891 0.1883
C 0.4027 0.2649 3.5337
C 0.0013 -1.0503 3.8175
C -0.3605 -1.8683 2.7950
C -0.2610 -1.4481 1.3871
N -0.0397 -0.0328 1.2156
C 0.3406 0.7265 2.2097
C -0.2434 -2.2112 -0.6098
C -0.4529 -3.4204 -1.4430
C -0.4858 -3.3627 -2.7878
C -0.2950 -2.1305 -3.4919
C -0.0753 -1.0251 -2.7286
N -0.0565 -1.0354 -1.3889
H 0.7156 0.9449 4.3114
H -0.0284 -1.4012 4.8407
H -0.6839 -2.8879 2.9566
H 0.5917 1.7482 1.9575
H -0.6022 -4.3524 -0.9113
H -0.6583 -4.2731 -3.3504
H -0.2879 -2.0757 -4.5687
H 0.0901 -0.0534 -3.1917
```

Computed properties:
- E_HOMO (alpha / beta): -0.248 / -0.248 Eh
- E: -2756.17288 hartree
- ΔE to the lowest compared entry with this formula, charge and spin: 0.00 kcal/mol
- LUMO (alpha / beta): -0.38 / -1.85 eV
- Spin multiplicity: 2
- Kohn-Sham gap (alpha / beta): 6.38 / 4.91 eV



# 2
# C26H22FeN4O5

A structure of composition C26H22FeN4O5 at a distorted geometry (ωB97M-V/def2-TZVPD, the Open Molecules 2025 dataset).

```
58
C26H22FeN4O5 (ωB97M-V/def2-TZVPD)
Fe -0.1147 -0.1601 -1.4666
C 1.5297 4.1149 -1.9625
C 0.6987 3.0241 -1.3047
O 0.5868 1.9398 -1.9261
C 0.0696 3.3258 -0.0963
C -0.8414 2.4882 0.5718
C -1.6667 3.0834 1.6911
N -1.0544 1.2539 0.1919
N -2.0913 0.5802 0.7365
C -2.6469 -0.3055 -0.0727
O -2.3536 -0.4230 -1.2985
C -3.7203 -1.1437 0.5066
C -4.0367 -1.0970 1.8615
C -5.0482 -1.8951 2.3641
C -5.7491 -2.7477 1.5247
C -5.4188 -2.8173 0.1812
C -4.4123 -2.0200 -0.3268
H 2.4958 3.7122 -2.2561
H 1.6753 4.9655 -1.3060
H 1.0103 4.4383 -2.8630
H 0.2112 4.3205 0.3032
H -1.3837 4.1163 1.8827
H -1.5299 2.4980 2.5983
H -2.7205 3.0359 1.4171
H -3.4755 -0.4336 2.5034
H -5.3015 -1.8408 3.4150
H -6.5459 -3.3670 1.9146
H -5.9536 -3.4916 -0.4751
H -4.1345 -2.0608 -1.3702
O 3.5065 1.0743 -3.8305
C 4.2659 1.4086 -2.7805
C 5.3678 2.2424 -2.9738
C 6.1840 2.5879 -1.9176
C 5.9281 2.1022 -0.6435
C 4.8274 1.2956 -0.4337
C 3.9815 0.9476 -1.4825
C 2.7641 0.1526 -1.2368
O 2.0618 -0.2678 -2.2236
N 2.5054 -0.1031 0.0276
N 1.3550 -0.7679 0.2410
C 1.2419 -1.5680 1.2425
C 0.1709 -2.5030 1.3546
C -0.0336 -3.1960 2.5493
C -0.9926 -4.1734 2.6597
C -1.7964 -4.4643 1.5555
C -1.6085 -3.8284 0.3604
C -0.6065 -2.8318 0.1863
O -0.4095 -2.3067 -0.9509
H 2.7734 0.5074 -3.4448
H 5.5638 2.6112 -3.9688
H 7.0245 3.2457 -2.0936
H 6.5868 2.3538 0.1760
H 4.5833 0.9192 0.5467
H 2.0362 -1.6274 1.9956
H 0.5753 -2.9333 3.4058
H -1.1360 -4.7017 3.5899
H -2.5682 -5.2162 1.6453
H -2.2300 -4.0534 -0.4944
```

Computed properties:
- E_HOMO (alpha / beta): -0.145 / -0.145 Eh
- E: -2862.98770 hartree
- ΔE to the lowest compared entry with this formula, charge and spin: 43.82 kcal/mol
- Net charge: -1
- LUMO (alpha / beta): 2.82 / 0.66 eV
- Spin multiplicity: 6
- Kohn-Sham gap (alpha / beta): 6.76 / 4.60 eV



# 3
# C26H22Ge2N3O5RuS2

A structure of composition C26H22Ge2N3O5RuS2 at a distorted geometry (ωB97M-V/def2-TZVPD, the Open Molecules 2025 dataset).

```
61
C26H22Ge2N3O5RuS2 (ωB97M-V/def2-TZVPD)
Ru -0.1277 0.1464 1.3082
O 0.4546 4.3306 5.6270
C 0.2920 3.4243 4.6557
C -0.7699 3.4818 3.7437
C -0.8584 2.4955 2.7965
N 0.0312 1.5084 2.7657
C 1.0814 1.4642 3.5793
C 1.2516 2.4104 4.5547
C 2.0269 0.3266 3.2270
O 3.0142 0.1231 3.8785
O 1.6506 -0.3322 2.1467
C -1.8413 2.4401 1.6402
O -2.7251 3.2486 1.5437
O -1.5688 1.4813 0.7781
H -0.2536 4.9868 5.6095
H -1.5117 4.2709 3.7604
H 2.1005 2.3665 5.2225
S -2.1589 -0.6119 2.8060
C -2.0821 -2.1012 1.9638
S -0.5502 -2.3223 1.2255
C -3.1033 -2.9919 1.9041
C -2.9811 -4.2196 1.1773
N -2.8942 -5.2078 0.5958
C -4.3447 -2.7213 2.5638
N -5.3376 -2.4940 3.0983
C -2.7680 1.0887 -2.2763
Ge -1.7213 -0.5555 -2.3968
C -1.0790 -0.8214 -4.2302
C -2.7598 -2.0545 -1.6903
Ge 0.3261 -0.3979 -0.9921
C 1.3187 1.2164 -1.4877
C 2.6061 1.1561 -2.0253
C 3.2380 2.3141 -2.4525
C 2.5995 3.5430 -2.3370
C 1.3229 3.6166 -1.7965
C 0.6870 2.4601 -1.3665
C 1.5171 -1.9284 -1.2183
C 1.1525 -3.0584 -1.9485
C 1.9775 -4.1740 -1.9796
C 3.1689 -4.1761 -1.2682
C 3.5401 -3.0615 -0.5283
C 2.7171 -1.9439 -0.4994
H -3.7188 0.9286 -2.7885
H -2.2487 1.9209 -2.7516
H -2.9636 1.3364 -1.2356
H -1.9477 -0.9133 -4.8845
H -0.4697 -1.7193 -4.3216
H -0.4908 0.0408 -4.5446
H -3.6377 -2.2316 -2.3140
H -3.0984 -1.7879 -0.6883
H -2.1757 -2.9718 -1.6286
H 3.1029 0.1990 -2.1234
H 4.2326 2.2581 -2.8767
H 3.0990 4.4438 -2.6702
H 0.8221 4.5730 -1.7140
H -0.3114 2.5170 -0.9486
H 0.2183 -3.0680 -2.4985
H 1.6831 -5.0474 -2.5476
H 3.8042 -5.0526 -1.2814
H 4.4630 -3.0651 0.0379
H 2.9994 -1.0878 0.1013
```

Computed properties:
- E_HOMO (alpha / beta): -0.327 / -0.324 Eh
- E: -6589.53265 hartree
- ΔE to the lowest compared entry with this formula, charge and spin: 39.79 kcal/mol
- LUMO (alpha / beta): -3.31 / -2.70 eV
- Spin multiplicity: 2
- Kohn-Sham gap (alpha / beta): 5.58 / 6.12 eV



# 4
# C26H22IMgN2O3S

A structure of composition C26H22IMgN2O3S (ωB97M-V/def2-TZVPD, the Open Molecules 2025 dataset).

```
56
C26H22IMgN2O3S (ωB97M-V/def2-TZVPD)
Mg -0.5588 0.2623 0.4608
C -0.3452 -2.6969 -3.0781
C -1.1749 -3.1291 -1.9082
N -1.7339 -4.3079 -1.9266
C -2.4827 -4.7113 -0.8748
C -2.7011 -3.9476 0.2340
C -3.5462 -4.4906 1.3565
O -4.7155 -3.7144 1.5981
C -2.1033 -2.6514 0.2937
C -2.3812 -1.8377 1.4402
N -1.8564 -0.6861 1.7499
C -2.3140 -0.0542 2.9345
C -2.4859 -0.7587 4.1239
C -2.9280 -0.1199 5.2697
C -3.1923 1.2418 5.2532
C -3.0090 1.9662 4.0864
C -2.5715 1.3165 2.9459
I -2.3127 2.4395 1.1817
C -1.3195 -2.2241 -0.8005
O -0.7297 -1.0710 -0.8803
H -0.3312 -3.4928 -3.8176
H 0.6747 -2.4680 -2.7617
H -0.7545 -1.7881 -3.5237
H -2.9099 -5.7042 -0.9538
H -2.9963 -4.4844 2.2993
H -3.7988 -5.5313 1.1425
H -5.2948 -3.7774 0.8314
H -3.1541 -2.2191 2.1043
H -2.2499 -1.8151 4.1464
H -3.0566 -0.6874 6.1810
H -3.5324 1.7456 6.1472
H -3.2101 3.0287 4.0677
O 1.1312 1.2172 0.1265
S 1.3496 1.7007 -1.3220
C 1.9862 3.3500 -1.1313
C 2.4806 3.7833 0.0885
C 2.9876 5.0699 0.1785
C 2.9941 5.8976 -0.9375
C 2.4857 5.4512 -2.1498
C 1.9699 4.1685 -2.2514
C 2.7864 0.8358 -1.8915
C 2.7116 0.2634 -3.1515
C 3.8129 -0.4273 -3.6407
C 4.9525 -0.5431 -2.8611
C 5.0062 0.0267 -1.5906
C 3.9211 0.7253 -1.0982
H 2.4522 3.1285 0.9493
H 3.3772 5.4284 1.1216
H 3.3910 6.9008 -0.8586
H 2.4839 6.1025 -3.0129
H 1.5636 3.8091 -3.1897
H 1.8036 0.3462 -3.7364
H 3.7734 -0.8797 -4.6220
H 5.8086 -1.0850 -3.2402
H 5.8998 -0.0742 -0.9900
H 3.9464 1.1725 -0.1125
```

Computed properties:
- E_HOMO: -0.391 Eh
- E: -2235.07463 hartree
- ΔE to the lowest compared entry with this formula, charge and spin: 3.38 kcal/mol
- Net charge: +1
- LUMO: -3.05 eV
- Spin multiplicity: 1
- Kohn-Sham gap: 7.59 eV



What is the E in the second record?
-2862.98770 hartree



Which value of E does entry 1 give?
-2756.17288 hartree



The lowest ΔE to the lowest compared entry with this formula, charge and spin belongs to which entry?
C26H22CoN4O2